[1]
Computed, not measured: 4 unconnected molecules or ions with the total composition C29H48N4OSSi at a distorted geometry, with ωB97M-V with the def2-TZVPD basis set.

- Molar mass: 528.88 g mol⁻¹
- SMILES string: COCCCCCCCCCCCC[Si@@H](S)CN.c1ccncc1.c1ccncc1.c1ccncc1
- E_LUMO: 0.6408 eV
- HOMO: -9.13 eV

Each line ends with the Mulliken charge.
Geometry (Å):
C 4.302 3.423 1.598  -0.42
O 5.420 3.363 0.744  -0.46
C 5.169 2.970 -0.598  -0.28
C 5.835 1.628 -0.927  -0.57
C 4.885 0.463 -1.163  -0.57
C 4.331 -0.182 0.112  -0.15
C 3.436 -1.382 -0.214  -1.15
C 1.993 -1.060 -0.662  -0.11
C 0.934 -1.331 0.404  -0.54
C -0.358 -1.923 -0.156  -1.03
C -1.085 -1.134 -1.252  -0.58
C -2.258 -0.279 -0.723  0.09
C -2.596 0.887 -1.656  -0.99
C -3.087 2.158 -0.951  -0.96
Si -1.871 3.002 0.216  0.06
S 0.135 2.442 -0.291  -0.19
C -2.063 4.869 0.237  -0.40
N -0.943 5.484 1.018  -0.61
H 3.504 2.744 1.284  0.02
H 3.886 4.435 1.645  0.27
H 4.605 3.132 2.604  0.25
H 4.100 2.945 -0.823  0.23
H 5.607 3.742 -1.237  0.31
H 6.427 1.755 -1.829  0.08
H 6.525 1.400 -0.114  0.41
H 5.402 -0.313 -1.731  0.39
H 4.029 0.778 -1.768  0.20
H 3.797 0.571 0.696  -0.09
H 5.174 -0.553 0.699  0.47
H 3.918 -1.880 -1.058  0.37
H 3.399 -2.064 0.633  0.44
H 1.963 -0.018 -0.991  -0.03
H 1.760 -1.660 -1.544  0.42
H 0.707 -0.433 0.982  0.15
H 1.330 -2.064 1.109  0.54
H -0.101 -2.908 -0.557  0.44
H -1.072 -2.104 0.652  0.30
H -1.523 -1.871 -1.930  0.27
H -0.398 -0.535 -1.849  0.44
H -3.111 -0.948 -0.656  -0.20
H -1.996 0.041 0.289  0.42
H -3.413 0.560 -2.306  0.44
H -1.770 1.119 -2.326  0.37
H -3.325 2.900 -1.723  0.41
H -4.031 1.968 -0.439  0.46
H -2.080 2.492 1.592  -0.12
H 0.062 2.581 -1.618  0.11
H -3.018 5.126 0.701  0.33
H -2.022 5.285 -0.769  0.28
H -1.284 6.276 1.549  0.23
H -0.577 4.837 1.709  0.21
C -4.600 -5.160 1.268  -0.18
C -5.154 -5.093 0.000  -0.49
C -5.295 -3.845 -0.589  -0.35
N -4.931 -2.705 -0.006  -0.52
C -4.402 -2.790 1.213  -0.17
C -4.215 -3.985 1.891  -0.50
H -4.469 -6.114 1.762  0.57
H -5.471 -5.985 -0.522  0.37
H -5.723 -3.749 -1.582  0.38
H -4.113 -1.846 1.664  0.49
H -3.779 -3.991 2.881  0.39
C 6.950 5.001 -5.307  -0.19
C 7.951 4.098 -4.988  -0.44
C 7.584 2.842 -4.530  -0.15
N 6.321 2.452 -4.378  -0.43
C 5.371 3.332 -4.688  -0.19
C 5.630 4.612 -5.154  -0.42
H 7.195 5.993 -5.667  0.37
H 8.996 4.360 -5.089  0.36
H 8.338 2.107 -4.269  0.37
H 4.351 2.989 -4.551  0.38
H 4.816 5.284 -5.390  0.37
C -7.811 -4.264 5.425  -0.39
C -7.230 -4.735 4.259  -0.22
C -6.617 -5.978 4.286  -0.20
N -6.548 -6.747 5.370  -0.56
C -7.111 -6.280 6.482  -0.22
C -7.752 -5.052 6.563  -0.30
H -8.301 -3.299 5.447  0.37
H -7.249 -4.154 3.346  0.39
H -6.154 -6.383 3.394  0.42
H -7.041 -6.925 7.351  0.36
H -8.192 -4.725 7.495  0.36


[2]
Computed, not measured: a molecular structure, C29H49AuGe2O5Si, with ωB97M-V with the def2-TZVPD basis set.

- Molar mass: 847.98 g mol⁻¹
- 2S+1: 2
- Charge: -1
- E_LUMO (alpha / beta): 2.7370 / 2.2713 eV
- ⟨S²⟩: 0.762
- Energy relative to the best compared isomer or geometry (same formula, charge and spin): 2.7 kcal per mole
- HOMO (alpha / beta): -3.11 / -4.96 eV

Each line ends with the Mulliken charge.
Geometry (Å):
Au 0.026 -0.465 -0.350  -0.45
C -4.804 -2.865 2.355  -1.75
C -3.433 -2.194 2.309  2.21
C -3.564 -0.731 1.913  -1.62
C -2.728 -2.316 3.656  -2.03
O -2.624 -2.902 1.384  -0.14
Si -2.448 -2.701 -0.243  -2.05
O -1.857 -1.303 -0.693  2.95
O -3.949 -2.932 -0.882  -0.02
C -4.288 -3.255 -2.208  2.13
C -4.342 -4.778 -2.322  -1.74
C -3.260 -2.680 -3.179  -1.25
C -5.661 -2.643 -2.469  -1.73
O -1.563 -3.998 -0.751  -0.51
C -0.622 -4.821 -0.087  1.92
C -1.383 -5.836 0.762  -1.59
C 0.160 -5.527 -1.193  -1.85
C 0.325 -3.998 0.777  -1.33
H -5.458 -2.359 3.066  0.44
H -4.700 -3.908 2.656  0.38
H -5.259 -2.832 1.369  0.16
H -4.130 -0.182 2.668  0.66
H -4.082 -0.633 0.962  0.09
H -2.583 -0.274 1.807  0.25
H -3.307 -1.834 4.444  0.45
H -1.747 -1.844 3.603  0.38
H -2.592 -3.367 3.913  0.37
H -3.370 -5.194 -2.066  0.08
H -4.606 -5.086 -3.335  0.46
H -5.083 -5.177 -1.630  0.36
H -2.276 -3.115 -3.002  0.08
H -3.186 -1.598 -3.050  -0.01
H -3.557 -2.892 -4.208  0.61
H -6.370 -2.985 -1.715  0.35
H -6.034 -2.923 -3.455  0.41
H -5.597 -1.558 -2.414  0.20
H -2.054 -6.420 0.132  0.31
H -1.973 -5.318 1.517  0.05
H -0.691 -6.517 1.258  0.50
H -0.522 -6.088 -1.832  0.33
H 0.893 -6.215 -0.772  0.41
H 0.680 -4.792 -1.804  0.38
H -0.220 -3.482 1.564  0.12
H 0.847 -3.255 0.174  0.16
H 1.071 -4.645 1.240  0.54
C 0.068 3.950 2.052  -1.35
Ge -0.010 3.934 0.078  0.83
C 1.847 4.258 -0.506  -1.42
C -1.055 5.530 -0.467  -1.28
Ge -0.953 1.848 -0.782  -0.38
C -2.895 1.972 -0.441  0.02
C -3.809 1.289 -1.243  0.19
C -5.172 1.383 -1.014  -0.56
C -5.656 2.150 0.036  -0.56
C -4.763 2.821 0.854  -0.81
C -3.400 2.732 0.610  0.42
C -0.768 1.857 -2.758  0.48
C -0.365 2.978 -3.479  0.19
C -0.213 2.937 -4.858  -0.75
C -0.475 1.765 -5.550  -0.44
C -0.880 0.637 -4.851  -0.91
C -1.017 0.683 -3.473  -0.11
H 0.681 4.789 2.381  0.44
H 0.519 3.031 2.419  0.40
H -0.915 4.051 2.505  0.39
H 2.110 5.289 -0.271  0.49
H 1.982 4.101 -1.574  0.41
H 2.531 3.601 0.028  0.39
H -0.652 6.407 0.044  0.47
H -2.104 5.425 -0.206  0.36
H -0.991 5.702 -1.539  0.38
H -3.448 0.655 -2.042  -0.14
H -5.862 0.845 -1.649  0.34
H -6.722 2.217 0.217  0.37
H -5.124 3.415 1.683  0.38
H -2.722 3.266 1.267  0.11
H -0.160 3.909 -2.965  0.03
H 0.106 3.823 -5.392  0.39
H -0.361 1.729 -6.626  0.36
H -1.084 -0.286 -5.379  0.45
H -1.314 -0.213 -2.935  0.17
C 2.702 0.637 -1.321  -0.74
C 1.966 0.036 -0.130  0.34
O 2.558 -0.073 0.930  -0.59
H 3.733 0.278 -1.331  0.45
H 2.719 1.723 -1.195  -0.09
H 2.204 0.413 -2.261  0.19


| no. | energy (hartree) |
| --- | --- |
| 1 | -2115.72889 |
| 2 | -6089.92354 |